# C31H59Br22F3N5O2

A 12-piece molecular cluster, C31H59Br22F3N5O2 overall at a distorted geometry (wB97M-V/def2-TZVPD, the OMol25 dataset).

Calculated values
lowest unoccupied orbital energy	-4.3	eV
net charge	+1
Kohn-Sham gap	6.296	eV
spin multiplicity	1

Structure (XYZ):
```
122
C31H59Br22F3N5O2 | the OMol25 dataset | wB97M-V/def2-TZVPD
C 8.05360 3.01173 -1.43517
C 7.85276 1.92335 -2.65087
C 7.27469 0.46715 -2.18614
F 8.00559 0.12158 -0.90924
N 5.81429 0.38331 -1.88197
C 4.84728 1.38118 -2.44058
C 3.89079 1.55429 -1.07799
N 2.40540 1.75496 -1.26197
C 2.23334 2.98898 -2.12708
O 2.09390 4.17397 -1.51049
F 2.24876 3.01301 -3.61838
C 1.70467 0.54039 -1.82630
O 0.99193 -0.20775 -0.94118
F 1.66923 0.11321 -3.24353
N 4.41915 0.63809 0.00287
C 5.33575 -0.39623 -0.68438
N 5.53724 -1.68268 -0.25268
C 6.42335 -2.61854 -1.04278
N 6.09890 -2.71235 -2.51861
H 7.78656 2.61423 -0.36680
H 9.19896 3.34027 -1.47502
H 7.43727 4.00752 -1.66095
H 7.20580 2.42677 -3.51878
H 8.91621 1.72327 -3.15287
H 7.65479 -0.32145 -2.99458
H 5.13848 2.49467 -2.63268
H 4.20621 0.87174 -3.27684
H 4.24312 2.62500 -0.69075
H 4.80272 1.06666 0.87349
H 5.08665 -2.07006 0.63095
H 7.59037 -2.41489 -0.89816
H 6.25319 -3.70754 -0.59100
H 5.17756 -2.26942 -2.75711
H 6.87644 -2.35540 -3.11939
Br -4.19350 -0.42835 1.88118
C -2.86898 0.91256 1.37832
C -1.48098 0.31842 1.33049
Br -0.75360 0.07965 3.12528
H -2.96434 1.73782 2.08947
H -3.17516 1.25606 0.38646
H -0.78618 1.00034 0.83212
H -1.44182 -0.65775 0.83873
Br -6.71099 -2.63921 3.00609
C -6.20627 -4.50192 3.29039
C -5.11888 -4.62045 4.33219
Br -3.38104 -4.12248 3.59781
H -5.92071 -4.90759 2.31583
H -7.12088 -4.99514 3.63063
H -5.00317 -5.65965 4.65286
H -5.28607 -3.98968 5.20994
Br 6.46754 3.55686 2.16709
C 4.86790 3.58210 3.28324
C 4.95094 2.54727 4.38053
Br 4.60223 0.75629 3.68902
H 4.01182 3.44196 2.61738
H 4.83269 4.58979 3.70617
H 4.17356 2.71708 5.13086
H 5.92625 2.51346 4.87438
Br -4.87502 -3.84075 -1.54252
C -5.34946 -2.02318 -2.06846
C -6.83716 -1.79041 -1.94848
Br -7.80188 -2.61392 -3.43123
H -4.96639 -1.87382 -3.08179
H -4.80155 -1.37577 -1.37839
H -7.06782 -0.72364 -2.01866
H -7.26779 -2.19163 -1.02662
Br -6.05340 -3.45291 7.51795
C -7.66743 -4.51903 7.77003
C -7.35140 -5.99617 7.77433
Br -7.03770 -6.65573 5.96492
H -8.36903 -4.22685 6.98372
H -8.06489 -4.20749 8.73983
H -8.20534 -6.57252 8.14140
H -6.46582 -6.25034 8.36375
Br -6.95446 3.86365 1.20448
C -5.62993 5.20456 0.70162
C -4.24194 4.61041 0.65379
Br -3.51455 4.37165 2.44858
H -5.72530 6.02982 1.41277
H -5.93612 5.54806 -0.29024
H -3.54714 5.29234 0.15542
H -4.20277 3.63425 0.16203
Br 10.80188 2.70767 1.77570
C 10.48372 0.80902 2.09059
C 9.01116 0.52425 2.27037
Br 8.40112 1.05742 4.04546
H 11.09049 0.52259 2.95411
H 10.86729 0.30521 1.19920
H 8.81633 -0.55052 2.21532
H 8.37581 1.04251 1.54649
Br -3.01089 -4.94854 -5.65190
C -4.79478 -4.17118 -5.78865
C -4.83227 -3.06747 -6.81931
Br -4.02630 -1.43001 -6.12901
H -5.07596 -3.83893 -4.78545
H -5.44319 -4.99929 -6.08755
H -5.86477 -2.79616 -7.05692
H -4.30403 -3.31694 -7.74397
Br -4.02499 -0.16946 5.88630
C -5.30160 1.22706 5.41169
C -6.43615 1.29135 6.40694
Br -7.71076 -0.15758 6.11822
H -5.63140 1.02392 4.38903
H -4.72455 2.15570 5.42512
H -7.01585 2.20898 6.27266
H -6.10690 1.22295 7.44769
Br 10.97683 4.70243 -3.15514
C 10.50240 6.52000 -3.68108
C 9.01470 6.75277 -3.56110
Br 8.04998 5.92927 -5.04384
H 10.88547 6.66936 -4.69440
H 11.05031 7.16741 -2.99101
H 8.78404 7.81955 -3.63128
H 8.58407 6.35155 -2.63923
Br -10.28142 -3.55767 -8.56724
C -11.24340 -4.14151 -6.97381
C -10.33024 -4.19015 -5.77148
Br -9.18345 -5.76810 -5.82001
H -11.70009 -5.10613 -7.21218
H -12.03119 -3.39720 -6.82912
H -10.91052 -4.29046 -4.84988
H -9.67189 -3.32064 -5.68915
```

Atom charges from the Löwdin analysis, given in e for atoms 1 to 99:
1 C -0.127
2 C -0.163
3 C -0.201
4 F -0.094
5 N -0.022
6 C -0.031
7 C -0.234
8 N 0.079
9 C -0.176
10 O 0.073
11 F 0.020
12 C -0.159
13 O 0.053
14 F 0.019
15 N 0.106
16 C -0.050
17 N 0.131
18 C -0.217
19 N 0.006
20 H 0.026
21 H 0.027
22 H 0.090
23 H 0.124
24 H 0.134
25 H 0.158
26 H 0.152
27 H 0.146
28 H 0.177
29 H 0.056
30 H 0.203
31 H 0.153
32 H 0.151
33 H 0.092
34 H 0.074
35 Br 0.594
36 C -0.702
37 C -0.699
38 Br 0.598
39 H -0.027
40 H 0.050
41 H 0.041
42 H 0.053
43 Br 0.570
44 C -0.689
45 C -0.779
46 Br 0.589
47 H 0.053
48 H 0.015
49 H -0.011
50 H -0.063
51 Br 0.621
52 C -0.663
53 C -0.669
54 Br 0.612
55 H 0.052
56 H 0.067
57 H 0.069
58 H 0.024
59 Br 0.606
60 C -0.687
61 C -0.672
62 Br 0.632
63 H 0.016
64 H 0.037
65 H 0.061
66 H 0.053
67 Br 0.670
68 C -0.654
69 C -0.656
70 Br 0.728
71 H 0.061
72 H 0.062
73 H 0.060
74 H 0.057
75 Br 0.606
76 C -0.693
77 C -0.678
78 Br 0.643
79 H 0.055
80 H 0.060
81 H 0.060
82 H 0.043
83 Br 0.612
84 C -0.679
85 C -0.699
86 Br 0.622
87 H 0.058
88 H 0.059
89 H 0.059
90 H 0.005
91 Br 0.593
92 C -0.699
93 C -0.679
94 Br 0.589
95 H 0.003
96 H 0.057
97 H 0.059
98 H 0.055
99 Br 0.584

=====

# C48H53F3N2O2

A 8-piece molecular cluster, C48H53F3N2O2 overall (wB97M-V/def2-TZVPD, the OMol25 dataset).

Calculated values
lowest unoccupied orbital energy	0.5	eV
net charge	0
Kohn-Sham gap	9.646	eV
spin multiplicity	1

Structure (XYZ):
```
108
C48H53F3N2O2 | the OMol25 dataset | wB97M-V/def2-TZVPD
C -2.38418 2.61161 -2.47106
C -2.29396 2.42903 -0.95001
N -0.98402 1.86881 -0.57921
C -0.84228 0.42562 -0.87480
N -1.83857 -0.48044 -0.35081
C -2.90414 -0.89599 -1.26270
C -0.58202 2.19590 0.71545
O 0.27612 2.94987 1.02597
O -1.25466 1.45169 1.73739
C -1.94983 2.15194 2.66670
F -1.15705 2.88056 3.46401
F -2.83227 3.00037 2.09832
F -2.62724 1.28510 3.41837
H -2.41802 3.66684 -2.73605
H -3.27887 2.14351 -2.88100
H -1.52553 2.16441 -2.96919
H -2.38658 3.40826 -0.48075
H -3.12130 1.81708 -0.58254
H 0.15181 0.13587 -0.53111
H -0.83614 0.32386 -1.96017
H -2.19772 -0.18287 0.53970
H -2.69605 -1.87188 -1.70035
H -3.08224 -0.15788 -2.04924
H -3.84146 -0.98697 -0.71079
C 1.02147 6.72170 3.22683
C 0.74138 5.63324 4.04091
C 0.97206 5.71233 5.40742
C 1.48396 6.87825 5.95956
C 1.76736 7.96507 5.14440
C 1.53558 7.88706 3.77815
H 0.84056 6.65971 2.16144
H 0.34894 4.72453 3.60824
H 0.75051 4.86446 6.04385
H 1.66162 6.94014 7.02549
H 2.16944 8.87344 5.57407
H 1.75682 8.73489 3.14271
C 0.96916 0.67458 8.29061
C 0.01712 -0.33561 8.31784
C -0.99134 -0.36798 7.36554
C -1.04840 0.61470 6.38596
C -0.09847 1.62741 6.36158
C 0.91271 1.65728 7.31291
H 1.75708 0.69375 9.03242
H 0.06307 -1.09943 9.08331
H -1.73095 -1.15775 7.38594
H -1.83132 0.59691 5.64175
H -0.15099 2.39245 5.60054
H 1.65618 2.44386 7.29128
C -2.59824 -5.06153 -0.45729
C -2.96244 -6.28625 -1.00009
C -2.13768 -6.90700 -1.92915
C -0.94576 -6.30625 -2.30838
C -0.58217 -5.08213 -1.76515
C -1.40836 -4.45779 -0.84183
H -3.24022 -4.57809 0.26802
H -3.89085 -6.75578 -0.70192
H -2.42354 -7.86027 -2.35480
H -0.29736 -6.79179 -3.02623
H 0.34903 -4.61540 -2.05940
H -1.12358 -3.50203 -0.41740
C -6.02426 1.80899 0.38939
C -6.79472 0.72470 0.78556
C -7.81557 0.26328 -0.03396
C -8.06663 0.88689 -1.24818
C -7.29831 1.97329 -1.64301
C -6.27686 2.43370 -0.82435
H -5.22549 2.16619 1.02744
H -6.60005 0.24001 1.73364
H -8.41642 -0.58235 0.27427
H -8.86192 0.52614 -1.88727
H -7.49596 2.46116 -2.58862
H -5.67636 3.28066 -1.13266
C 3.57118 -0.10272 -4.25573
C 3.76661 -1.37549 -3.73763
C 3.36732 -1.66578 -2.44043
C 2.77375 -0.68212 -1.66169
C 2.58177 0.59219 -2.17839
C 2.98013 0.88178 -3.47587
H 3.87801 0.12226 -5.26938
H 4.23136 -2.14146 -4.34488
H 3.51989 -2.65797 -2.03560
H 2.46266 -0.90987 -0.64962
H 2.12089 1.36157 -1.57042
H 2.82931 1.87487 -3.87971
C 6.89218 2.55474 -9.03133
C 7.08420 1.28154 -8.51362
C 6.68290 0.99209 -7.21700
C 6.09036 1.97614 -6.43816
C 5.90114 3.25033 -6.95479
C 6.30156 3.53944 -8.25170
H 7.20296 2.77983 -10.04326
H 7.54812 0.51490 -9.12049
H 6.83265 -0.00076 -6.81234
H 5.77773 1.75006 -5.42655
H 5.44195 4.01842 -6.34600
H 6.15399 4.53278 -8.65512
C 1.41507 -6.44935 1.69075
C 2.59903 -7.02229 2.13508
C 3.00607 -8.25084 1.63397
C 2.22824 -8.90636 0.68932
C 1.04307 -8.33400 0.24837
C 0.63585 -7.10494 0.74786
H 1.09909 -5.48893 2.07824
H 3.20471 -6.51149 2.87262
H 3.92942 -8.69759 1.97942
H 2.54631 -9.86397 0.29729
H 0.43412 -8.84463 -0.48699
H -0.28723 -6.66004 0.40632
```

Atom charges from the Löwdin analysis, given in e for atoms 1 to 99:
1 C -0.063
2 C -0.206
3 N -0.043
4 C -0.193
5 N -0.076
6 C -0.105
7 C -0.440
8 O 0.213
9 O 0.131
10 C -0.679
11 F 0.160
12 F 0.159
13 F 0.176
14 H 0.073
15 H 0.066
16 H 0.072
17 H 0.121
18 H 0.094
19 H 0.108
20 H 0.124
21 H 0.085
22 H 0.061
23 H 0.066
24 H 0.081
25 C -0.091
26 C -0.086
27 C -0.090
28 C -0.097
29 C -0.100
30 C -0.099
31 H 0.101
32 H 0.079
33 H 0.088
34 H 0.099
35 H 0.099
36 H 0.099
37 C -0.098
38 C -0.099
39 C -0.094
40 C -0.088
41 C -0.090
42 C -0.093
43 H 0.100
44 H 0.099
45 H 0.100
46 H 0.085
47 H 0.078
48 H 0.098
49 C -0.098
50 C -0.096
51 C -0.099
52 C -0.105
53 C -0.103
54 C -0.112
55 H 0.102
56 H 0.100
57 H 0.101
58 H 0.104
59 H 0.103
60 H 0.094
61 C -0.102
62 C -0.095
63 C -0.095
64 C -0.094
65 C -0.094
66 C -0.100
67 H 0.088
68 H 0.101
69 H 0.101
70 H 0.101
71 H 0.101
72 H 0.100
73 C -0.100
74 C -0.093
75 C -0.094
76 C -0.102
77 C -0.100
78 C -0.091
79 H 0.090
80 H 0.101
81 H 0.101
82 H 0.099
83 H 0.097
84 H 0.102
85 C -0.098
86 C -0.098
87 C -0.097
88 C -0.102
89 C -0.095
90 C -0.098
91 H 0.100
92 H 0.100
93 H 0.100
94 H 0.090
95 H 0.100
96 H 0.100
97 C -0.089
98 C -0.100
99 C -0.102

=====

# C36H32F6N2P3Ti

C36H32F6N2P3Ti as an isolated structure (wB97M-V/def2-TZVPD, the OMol25 dataset).

Calculated values
lowest unoccupied orbital energy (alpha / beta)	-6.4 / -6.1	eV
<S²>	0.76
net charge	+2
Kohn-Sham gap (alpha / beta)	7.788 / 8.037	eV
spin multiplicity	2
energy relative to the best compared isomer or geometry (same formula, charge and spin)	0.0	kcal per mole

Structure (XYZ):
```
80
C36H32F6N2P3Ti | the OMol25 dataset | wB97M-V/def2-TZVPD
Ti -1.29200 -0.70045 0.40253
N -0.25886 -0.39316 2.34578
C 1.19988 -0.50831 2.48837
C 1.80358 -0.11211 3.66776
C 3.18476 -0.21220 3.78848
C 3.94573 -0.71652 2.74416
C 3.33144 -1.11971 1.56739
C 1.94968 -1.01074 1.43079
P 1.07364 -1.43755 -0.07985
C 2.22328 -1.67400 -1.42577
C 2.62736 -0.52821 -2.11962
C 3.54876 -0.63356 -3.14712
C 4.05748 -1.88117 -3.49079
C 3.64886 -3.01911 -2.80984
C 2.73328 -2.92220 -1.77209
C 0.23558 -3.00104 0.29414
C 0.39975 -3.70496 1.49444
C -0.26330 -4.90061 1.69076
C -1.09666 -5.40854 0.69639
C -1.25472 -4.73261 -0.50259
C -0.58820 -3.53266 -0.70536
H -0.70020 -1.10463 2.93458
H -0.54071 0.49521 2.75875
H 1.20831 0.27623 4.48520
H 3.65907 0.10461 4.70726
H 5.01885 -0.79786 2.84909
H 3.92587 -1.50896 0.75020
H 2.21675 0.44480 -1.86772
H 3.86441 0.25105 -3.68320
H 4.77411 -1.96600 -4.29646
H 4.04718 -3.98607 -3.08516
H 2.42450 -3.81461 -1.24260
H 1.05393 -3.32100 2.26822
H -0.13014 -5.44751 2.61407
H -1.61664 -6.34318 0.85827
H -1.88416 -5.14168 -1.28088
H -0.67182 -3.03679 -1.66756
N -1.77893 -0.31709 -1.75387
C -1.04194 0.63787 -2.56340
C -0.92623 0.48021 -3.93119
C -0.19203 1.41693 -4.65098
C 0.39871 2.49727 -4.01242
C 0.26893 2.64960 -2.63937
C -0.45066 1.70912 -1.90835
P -0.65976 1.74115 -0.12731
C 0.55734 2.80695 0.63814
C 1.87095 2.33419 0.72599
C 2.86528 3.14230 1.25103
C 2.54841 4.42140 1.69195
C 1.24907 4.89805 1.59854
C 0.24888 4.09859 1.06402
C -2.32588 2.40632 0.17370
C -3.23996 2.60507 -0.86067
C -4.54131 3.00108 -0.57858
C -4.93274 3.21492 0.73376
C -4.02225 3.04158 1.76981
C -2.72915 2.63715 1.49257
H -2.74571 -0.00380 -1.61680
H -1.87069 -1.19626 -2.25818
H -1.39440 -0.35317 -4.44030
H -0.08782 1.29640 -5.72064
H 0.96337 3.21974 -4.58513
H 0.73408 3.48571 -2.13185
H 2.12052 1.33921 0.38283
H 3.88088 2.77613 1.31674
H 3.32331 5.05361 2.10475
H 1.01333 5.89747 1.93752
H -0.76113 4.47855 0.98675
H -2.93873 2.48342 -1.89456
H -5.24158 3.15759 -1.38763
H -5.94373 3.52963 0.95369
H -4.32207 3.22509 2.79253
H -2.02983 2.52126 2.31480
F -3.07913 -0.36571 1.46083
P -3.79997 -1.97635 1.40917
F -4.20793 -3.45530 1.20022
F -3.02548 -1.92387 -0.13701
F -2.27248 -2.40178 1.89584
F -5.06786 -1.34681 0.76564
F -4.27231 -1.81758 2.87742
```

List of Löwdin charges in e, atom by atom:
1 Ti 0.871
2 N 0.020
3 C -0.306
4 C -0.001
5 C -0.031
6 C -0.038
7 C -0.043
8 C -0.340
9 P 1.056
10 C -0.364
11 C -0.090
12 C -0.051
13 C -0.041
14 C -0.046
15 C -0.064
16 C -0.407
17 C -0.067
18 C -0.034
19 C -0.024
20 C -0.041
21 C -0.119
22 H 0.117
23 H 0.106
24 H 0.129
25 H 0.123
26 H 0.122
27 H 0.119
28 H 0.088
29 H 0.116
30 H 0.120
31 H 0.120
32 H 0.116
33 H 0.117
34 H 0.124
35 H 0.126
36 H 0.126
37 H 0.108
38 N 0.007
39 C -0.316
40 C 0.002
41 C -0.033
42 C -0.042
43 C -0.044
44 C -0.331
45 P 1.065
46 C -0.357
47 C -0.095
48 C -0.048
49 C -0.042
50 C -0.044
51 C -0.064
52 C -0.368
53 C -0.077
54 C -0.043
55 C -0.038
56 C -0.046
57 C -0.119
58 H 0.114
59 H 0.105
60 H 0.127
61 H 0.123
62 H 0.121
63 H 0.121
64 H 0.074
65 H 0.116
66 H 0.120
67 H 0.120
68 H 0.111
69 H 0.109
70 H 0.120
71 H 0.121
72 H 0.121
73 H 0.109
74 F -0.258
75 P 0.263
76 F -0.031
77 F -0.241
78 F -0.175
79 F -0.044
80 F -0.034

=====

# C8H7N2O5STi

C8H7N2O5STi as an isolated structure at a distorted geometry (wB97M-V/def2-TZVPD, the OMol25 dataset).

Calculated values
lowest unoccupied orbital energy (alpha / beta)	-5.0 / -5.5	eV
<S²>	2.02
net charge	+1
Kohn-Sham gap (alpha / beta)	6.992 / 6.604	eV
spin multiplicity	3
energy relative to the best compared isomer or geometry (same formula, charge and spin)	0.0	kcal per mole

Structure (XYZ):
```
24
C8H7N2O5STi | the OMol25 dataset | wB97M-V/def2-TZVPD
O 0.68281 -1.55267 -4.59984
C 0.71639 -1.37554 -3.44358
Ti 0.71398 -0.70539 -1.61970
C 2.15841 0.46113 -0.85105
O 2.92489 1.21303 -0.39352
C -1.54846 -0.33402 -1.79585
O -1.88051 0.73784 -1.24717
C -2.52486 -1.30975 -2.30437
O -2.18574 -2.43867 -2.68124
C 0.69235 1.01005 -2.86237
O 0.86485 1.78569 -3.70176
H -3.56723 -0.92341 -2.28529
S -0.11479 -1.94267 0.28439
C 0.03435 -0.67706 1.44192
N 0.52116 -0.84025 2.68234
C 0.70202 0.42596 3.37725
C 0.08262 1.43261 2.41006
N -0.27037 0.62278 1.25683
H 0.87827 -1.73692 2.99790
H 1.76093 0.63957 3.57207
H 0.18191 0.39433 4.33481
H 0.78921 2.22557 2.14066
H -0.81458 1.89951 2.82811
H -0.79764 0.98828 0.45942
```

List of Löwdin charges in e, atom by atom:
1 O 0.165
2 C -0.119
3 Ti 0.425
4 C -0.086
5 O 0.155
6 C -0.350
7 O -0.023
8 C -0.202
9 O 0.066
10 C -0.085
11 O 0.196
12 H 0.146
13 S 0.757
14 C -0.730
15 N 0.051
16 C -0.108
17 C -0.108
18 N 0.046
19 H 0.161
20 H 0.132
21 H 0.129
22 H 0.129
23 H 0.134
24 H 0.118

=====

Result set for calculated total energy: -58568.261667; -2420.421627; -3973.117904; -2042.116807 Eh, one per record in the order listed.